11
Properties=species:S:1:pos:R:3:lowdin_charge:R:1 method="wB97M-V/def2-TZVPD" charge=0 e_tot_ha=-703.4153 orbital_gap_ev=9.55 largest_force_ha_per_bohr=0.0561 lumo_ev=-0.2647 spin_multiplicity=1
C -0.7136 -0.4269 -0.9847 0.010
C 0.5296 -0.1828 -0.7170 -0.121
C -1.6076 -0.4308 0.2031 -0.609
C 0.8334 -0.0148 0.7386 -0.474
O -2.7960 -0.5144 -0.0270 0.083
O -0.9914 -0.1995 1.3135 0.035
S 1.7803 1.3483 1.2581 0.867
H -1.2036 -0.5772 -1.8724 0.098
H 1.4637 -0.1362 -1.2631 0.119
H 1.1976 -0.9518 1.1605 0.100
H 1.5077 2.0862 0.1905 -0.108